# 1
The molecule C16H22N4O, computed with the ωB97M-V functional and the def2-TZVPD basis.

Results
* energy above the lowest of the compared OMol25 structures with the same formula, charge and spin: 57.34 kcal per mole
* LUMO: 0.4 eV
* 2S+1: 1
* M: 286.38 g/mol
* HOMO energy: -8.612 eV
* max |F|: 2.155 eV/Å
* Kohn-Sham gap: 9.0 eV
* SMILES string: CCCCC(=O)N1CCN([C@@H](C#N)c2cccnc2)CC1

Last column: Löwdin charge in e.
Atoms and positions in Å:
H: 2.838 4.323 2.255  0.1158
H: -3.050 -4.328 -1.855  0.1142
H: 0.786 -0.061 2.256  0.1275
H: 1.979 -2.345 -0.767  0.1260
H: 1.327 6.263 1.781  0.0927
C: -0.640 -2.047 -1.136  -0.4139
C: -2.103 -1.760 -1.375  -0.1315
H: -1.171 -0.264 0.919  0.1213
C: 2.882 1.956 0.878  -0.2714
C: -3.026 -2.552 -0.479  -0.2149
N: 0.193 -1.180 -0.373  -0.0445
C: -0.297 0.004 0.305  -0.1431
C: 1.597 -1.550 -0.112  -0.1139
C: -3.063 -4.072 -0.780  -0.2744
H: -5.213 -4.133 -0.644  0.0714
C: 1.230 3.225 -0.552  -0.0708
H: -4.424 -5.731 -0.494  0.0849
H: 1.717 -1.912 0.889  0.1134
H: -4.373 -4.538 0.875  0.0748
C: 2.113 4.259 1.459  -0.0077
C: 2.478 -0.287 -0.283  -0.1507
H: -2.350 -2.073 -2.406  0.1323
H: -2.299 -0.683 -1.255  0.1082
C: 1.323 5.390 1.161  -0.0446
N: 2.070 0.726 0.712  -0.1302
H: -2.155 -4.593 -0.369  0.1221
C: 0.714 0.606 1.340  -0.1150
C: -4.337 -4.643 -0.220  -0.1454
H: 2.370 0.108 -1.309  0.1181
C: 4.156 2.052 0.162  -0.1551
H: 3.108 2.010 1.955  0.1523
N: 0.435 4.297 -0.786  0.0599
C: 0.505 5.367 0.016  -0.1393
H: -0.176 6.183 -0.163  0.0983
H: -0.549 0.778 -0.421  0.1124
H: -4.040 -2.123 -0.556  0.1152
N: 5.191 2.211 -0.326  0.1759
H: -2.749 -2.381 0.561  0.1114
O: -0.179 -3.064 -1.622  0.0537
H: 0.363 1.597 1.687  0.1221
H: 1.234 2.394 -1.312  0.1351
H: 3.531 -0.593 -0.207  0.1173
C: 2.054 3.161 0.593  -0.2102

# 2
The molecule C16H24N2O4, computed with the ωB97M-V functional and the def2-TZVPD basis.

Results
* energy above the lowest of the compared OMol25 structures with the same formula, charge and spin: 4.96 kcal per mole
* LUMO: 0.6 eV
* 2S+1: 1
* M: 308.38 g/mol
* HOMO energy: -9.488 eV
* max |F|: 0.852 eV/Å
* Kohn-Sham gap: 10.1 eV
* SMILES string: CC(C)C[C@H](NC(=O)[C@@H](O)[C@H](N)Cc1ccccc1)C(=O)O

Last column: Löwdin charge in e.
Atoms and positions in Å:
H: 6.864 1.929 -1.678  0.0756
H: 5.170 0.292 -2.482  0.1379
C: 2.926 -1.556 -0.614  -0.5248
C: -4.066 0.467 1.123  -0.2458
C: 3.635 0.869 -1.090  -0.1250
H: 2.957 -0.605 -2.523  0.1592
H: -6.642 -1.729 1.175  0.1029
H: 6.872 -0.359 -0.778  0.0795
O: 3.297 -2.596 -1.090  0.1068
H: 3.549 1.054 -0.018  0.1225
H: -2.960 2.167 0.449  0.1286
C: -5.788 -0.804 2.906  -0.0916
H: -3.222 1.391 2.859  0.1157
C: 0.668 0.614 -0.436  -0.4166
H: -6.457 -1.296 3.597  0.1011
C: -1.737 0.418 0.216  -0.3230
C: -3.102 1.121 0.174  -0.1041
C: 5.111 0.682 -1.459  -0.4205
H: 5.752 2.466 -0.420  0.0829
C: 5.814 2.039 -1.418  -0.0814
C: 2.726 -0.304 -1.498  -0.1779
O: 1.112 0.687 0.707  0.0512
H: -2.693 -1.391 0.171  0.0796
H: 5.735 0.041 0.509  0.0896
H: -4.743 0.270 4.434  0.1032
H: -5.123 -0.606 -0.398  0.1144
H: -3.486 1.077 -0.847  0.1232
C: -4.826 0.075 3.375  -0.0796
H: 3.254 1.755 -1.606  0.1264
H: 5.360 2.735 -2.120  0.0742
O: -1.103 0.784 -2.090  -0.0321
H: -1.066 -1.509 0.008  0.0993
H: 5.394 -1.291 -0.597  0.0662
C: -3.971 0.705 2.490  -0.0408
N: -1.878 -0.958 -0.251  0.0814
H: -0.770 2.175 -0.643  0.1664
H: -1.318 0.495 1.230  0.1459
O: 2.661 -1.413 0.668  0.1263
C: 5.817 -0.295 -0.523  -0.0603
H: 0.818 0.145 -2.356  0.1480
C: -5.034 -0.416 0.662  -0.0569
C: -0.750 1.086 -0.767  -0.2594
N: 1.325 0.106 -1.479  0.1445
C: -5.892 -1.047 1.548  -0.0822
H: -1.573 -0.069 -2.035  0.0917
H: 2.224 -0.537 0.870  0.0779

# 3
The molecule C5H10O2, computed with the ωB97M-V functional and the def2-TZVPD basis.

Results
* energy above the lowest of the compared OMol25 structures with the same formula, charge and spin: 93.76 kcal per mole
* LUMO: 0.8 eV
* 2S+1: 1
* M: 102.13 g/mol
* HOMO energy: -9.021 eV
* max |F|: 0.644 eV/Å
* Kohn-Sham gap: 9.8 eV
* SMILES string: C[C@@H]1[C@H](O)C[C@@H]1O

Last column: Löwdin charge in e.
Atoms and positions in Å:
H: 0.761 -2.078 0.570  0.1259
H: 0.408 -0.075 1.510  0.1022
H: 1.632 1.789 1.825  0.0628
C: -0.798 0.484 -0.197  -0.4218
C: 1.151 1.756 0.836  -0.0616
C: 0.525 0.345 0.513  -0.1524
O: -0.470 0.719 -1.562  -0.0203
C: -1.149 -0.971 0.054  -0.1096
H: -1.480 -1.113 1.087  0.1178
H: -1.488 1.266 0.145  0.1396
H: 1.803 2.261 0.121  0.0624
H: 1.149 -2.513 -1.521  0.0984
H: -1.866 -1.423 -0.635  0.1190
H: 0.271 2.422 0.946  0.0731
H: -1.191 0.388 -2.110  0.0971
C: 0.317 -1.375 -0.144  -0.2166
O: 0.424 -1.884 -1.438  -0.0163

| no. | DFT total energy (hartree) |
| --- | --- |
| 1 | -917.097868 |
| 2 | -1034.620717 |
| 3 | -346.876023 |